1.
15
Properties=species:S:1:pos:R:3:nbo_charge:R:1 method="wB97M-V/def2-TZVPD" charge=0 e_homo_ha=-0.25866 max_force_ha_per_bohr=0.0074
O -2.071 -0.119 -0.659 -0.714
C -1.541 -0.246 0.635 -0.078
C -0.246 0.541 0.795 -0.240
N 0.804 0.120 -0.168 -0.240
C 1.509 1.077 -0.758 -0.313
C 0.971 -1.197 -0.388 -0.435
H -1.445 -0.574 -1.243 0.476
H -1.388 -1.299 0.911 0.171
H -2.279 0.167 1.331 0.189
H -0.431 1.604 0.616 0.216
H 0.164 0.423 1.805 0.214
H 1.098 2.070 -0.854 0.188
H 2.419 0.787 -1.269 0.190
H 0.773 -1.885 0.424 0.185
H 1.664 -1.466 -1.178 0.191

***

2.
15
Properties=species:S:1:pos:R:3:nbo_charge:R:1 method="wB97M-V/def2-TZVPD" charge=0 e_homo_ha=-0.36627 max_force_ha_per_bohr=0.0755
H 2.702 -1.714 0.269 0.342
N 1.737 -1.451 0.468 -0.573
C 1.415 -0.297 0.064 0.200
C 2.318 0.754 -0.503 -0.687
C -0.022 0.084 0.283 0.362
O -0.429 1.210 0.000 -0.495
H 1.833 1.236 -1.351 0.244
H 2.493 1.529 0.244 0.241
H 3.274 0.339 -0.820 0.219
H -0.433 -0.470 1.141 0.147
C -3.014 -0.247 0.037 -0.840
H -2.045 -0.937 0.158 0.196
H -3.013 0.386 0.913 0.215
H -3.988 -0.723 -0.030 0.211
H -2.827 0.303 -0.871 0.217

***

Calculated values (kcal/mol) of relative energy (zero: lowest compared OMol25 entry of this formula, charge and spin) for the records, taken in order: 80.27 54.63.